{
  "formula": "C10H14N2",
  "method": "ωB97M-V/def2-TZVPD",
  "homo_lumo_gap_ha": [0.1815, 0.2302],
  "total_charge": 0,
  "homo_ev": [-4.1, -8.0],
  "multiplicity": 3,
  "symbols": ["N", "N", "C", "C", "C", "C", "C", "C", "C", "C", "C", "C", "H", "H", "H", "H", "H", "H", "H", "H", "H", "H", "H", "H", "H", "H"],
  "positions_angstrom": [[0.771350, 1.562681, -0.476293], [-0.948712, -0.736170, -0.906838], [0.494159, -0.885192, -0.503626], [1.224398, 0.294188, -0.152242], [-3.395275, -0.622037, -0.410902], [1.052961, -2.102728, -0.543441], [-1.905684, -0.587332, 0.058041], [2.524509, 0.062593, 0.265663], [2.374511, -2.298394, -0.126733], [-1.636325, -0.318776, 1.327478], [1.406107, 2.757754, -0.030548], [3.075059, -1.196824, 0.326443], [-3.580845, -0.960741, -1.410307], [1.425329, 2.968651, 1.148150], [-3.744195, 0.378587, -0.345439], [-0.176784, 1.732936, -0.603537], [-0.633911, -0.257690, 1.666022], [4.059021, -1.096896, 0.626084], [3.030058, 0.880428, 0.686136], [-3.894533, -1.406831, 0.351088], [-2.333505, -0.107195, 2.113574], [0.797018, 3.495857, -0.580492], [0.322095, -2.867883, -0.597557], [2.681555, -3.247587, -0.414045], [-1.228730, -1.326991, -1.660795], [2.464314, 2.977971, -0.290388]],
  "forces_ev_per_a": [[2.54, -1.25, 0.60], [2.48, 0.06, 0.31], [-3.35, -0.59, -1.79], [-2.26, 1.57, -0.43], [0.89, -2.47, 2.52], [-2.16, 1.69, 0.53], [-2.01, 0.33, -0.01], [1.86, -2.08, 0.83], [-0.84, -1.65, -0.79], [0.25, 0.13, 0.55], [0.35, 2.03, 1.51], [-0.11, 4.41, 0.00], [0.25, -0.37, -0.59], [-0.59, -0.60, -2.22], [-0.81, 0.68, 0.38], [-1.90, -0.50, -0.39], [0.96, -0.07, 0.13], [1.96, -0.98, 0.77], [1.07, 0.90, 0.37], [0.63, 2.19, -1.82], [-0.71, -0.06, -0.19], [0.56, 0.45, 0.85], [-0.18, -1.17, -0.48], [1.63, -1.45, 0.11], [0.12, -0.33, -0.38], [-0.61, -0.87, -0.37]]
}

=====

{
  "formula": "C28H22IN5O4ReS",
  "method": "ωB97M-V/def2-TZVPD",
  "homo_lumo_gap_ha": [0.1766, 0.1854],
  "total_charge": 2,
  "homo_ev": [-13.2, -13.3],
  "multiplicity": 2,
  "symbols": ["Re", "I", "S", "O", "O", "O", "O", "N", "N", "N", "N", "N", "C", "C", "C", "C", "C", "C", "C", "C", "C", "C", "C", "C", "C", "C", "C", "C", "C", "C", "C", "C", "C", "C", "C", "C", "C", "C", "C", "C", "H", "H", "H", "H", "H", "H", "H", "H", "H", "H", "H", "H", "H", "H", "H", "H", "H", "H", "H", "H", "H", "H"],
  "positions_angstrom": [[0.818600, -0.040885, 0.855918], [-0.395522, -1.534820, 2.738088], [1.366335, -2.183595, -4.238451], [-3.508825, 4.056094, 0.670638], [-0.906105, -2.710443, -6.291513], [1.076866, 1.606847, 1.869533], [-2.197326, -3.852654, -4.887579], [1.061015, 0.973717, -1.169580], [0.915520, 5.156781, 1.689858], [2.677807, -0.665494, 1.343337], [1.131820, -1.853609, -0.246763], [-1.186060, 0.646871, 0.690944], [4.992362, -1.837107, 2.380482], [2.037487, -2.672690, 0.337922], [-2.393375, 4.607024, -0.019669], [0.314098, -2.190964, -1.218781], [-3.099315, -2.402600, 1.615342], [4.066135, -2.620957, 1.766324], [-0.297215, -2.877348, -3.931028], [-3.354468, -0.233701, -0.121484], [-4.217626, -2.288403, 0.798642], [-0.257078, 5.343690, 1.058271], [-1.535850, 1.900762, 0.707261], [-0.411807, -3.836730, -2.810882], [4.788679, -0.438874, 2.436755], [-0.084637, -3.524364, -1.546351], [-4.339355, -1.212150, -0.066944], [2.923609, -2.017799, 1.191641], [-2.124450, -1.427059, 1.541904], [0.597897, 2.805307, 1.560472], [-2.233731, -0.330024, 0.693732], [-0.120307, -1.427417, -3.593631], [-0.641013, 2.995372, 0.922022], [0.462683, 0.139531, -1.708228], [3.651255, 0.100645, 1.922940], [-1.081983, 4.319895, 0.673944], [-0.231508, -1.078669, -2.117015], [1.345929, 3.948415, 1.956220], [2.654091, 3.789885, 2.666973], [-1.216450, -3.206175, -5.102745], [-1.297717, -0.938274, -1.891852], [-2.501220, 5.683316, -0.158299], [2.954314, 4.754511, 3.066429], [-3.460890, 0.607323, -0.796650], [3.429242, 3.458550, 1.970727], [5.521360, 0.205738, 2.900174], [-3.001377, -3.238290, 2.295547], [5.882852, -2.270815, 2.813967], [3.429783, 1.155390, 1.981126], [-3.776321, 4.650531, 1.379725], [-0.737908, -4.836045, -3.069962], [4.189319, -3.691901, 1.680981], [-5.207998, -1.128803, -0.705677], [-2.400455, 4.156348, -1.014122], [-4.990169, -3.043450, 0.841743], [-2.592243, 2.152464, 0.638227], [-0.532688, 6.374764, 0.871109], [-0.614660, -0.716416, -4.247200], [2.585525, 3.061638, 3.474827], [-0.007984, -2.343087, -6.313744], [-0.073294, -4.276693, -0.767298], [2.154352, -3.703120, 0.031728]],
  "forces_ev_per_a": [[-0.71, -0.36, -0.45], [0.06, 0.02, 0.02], [-0.03, -0.01, 0.00], [-0.03, 0.00, 0.00], [-0.05, 0.02, -0.07], [0.16, -0.13, 0.04], [-0.03, 0.04, 0.00], [0.01, 0.03, -0.28], [0.04, 0.09, 0.02], [0.32, -0.04, 0.11], [0.27, 0.08, 0.21], [0.07, -0.02, -0.02], [0.02, 0.01, 0.02], [-0.07, 0.06, -0.03], [0.03, -0.01, 0.01], [-0.24, 0.17, 0.00], [0.02, -0.03, 0.04], [0.03, -0.04, -0.01], [0.01, 0.06, 0.04], [-0.05, -0.03, 0.01], [0.00, 0.01, -0.01], [0.04, -0.06, 0.02], [-0.05, -0.06, -0.02], [-0.02, -0.02, -0.01], [0.00, -0.03, -0.01], [-0.02, -0.09, 0.04], [0.01, 0.02, -0.01], [-0.03, -0.01, 0.05], [-0.03, 0.03, -0.03], [-0.15, 0.21, -0.14], [-0.01, -0.01, 0.05], [-0.01, 0.02, -0.01], [0.16, 0.00, 0.08], [0.20, 0.26, 0.41], [-0.04, 0.05, 0.01], [-0.08, 0.02, -0.06], [0.06, -0.09, -0.05], [-0.02, -0.11, -0.01], [0.01, 0.04, -0.02], [0.12, -0.07, 0.04], [0.00, 0.01, 0.01], [0.00, 0.00, 0.00], [0.00, -0.01, 0.01], [0.01, 0.00, 0.00], [-0.01, 0.00, 0.00], [-0.01, 0.01, 0.00], [0.00, 0.00, 0.00], [-0.01, -0.01, 0.00], [0.02, -0.01, 0.02], [0.01, 0.00, 0.00], [0.00, 0.00, 0.00], [0.02, 0.00, 0.00], [0.00, 0.00, 0.00], [-0.01, 0.01, 0.00], [0.01, -0.01, 0.00], [0.01, -0.03, 0.01], [0.00, 0.00, 0.00], [0.00, -0.01, -0.01], [-0.01, 0.00, 0.01], [0.00, 0.00, 0.04], [0.00, -0.01, -0.02], [0.03, 0.01, -0.01]]
}

=====

{
  "formula": "C5H6S",
  "method": "ωB97M-V/def2-TZVPD",
  "homo_lumo_gap_ha": 0.3338,
  "total_charge": 0,
  "homo_ev": -8.3,
  "symbols": ["S", "C", "C", "C", "C", "C", "H", "H", "H", "H", "H", "H"],
  "positions_angstrom": [[-1.735249, -0.793453, -0.002410], [-0.400798, -0.010372, 1.042874], [0.841349, -0.814879, 0.659566], [-0.321427, 1.127827, 0.008691], [0.835828, -0.803023, -0.683195], [-0.408886, 0.004165, -1.040478], [-0.641679, 0.186689, -2.092252], [-1.216768, 1.795601, 0.003914], [1.526183, -1.288642, -1.365685], [1.523532, -1.284776, 1.357810], [-0.604602, 0.156166, 2.110913], [0.602520, 1.724695, 0.000251]],
  "forces_ev_per_a": [[0.02, -0.03, 0.07], [0.01, -0.04, 0.84], [0.02, 0.00, -0.68], [-0.64, 1.01, -0.08], [0.26, -0.27, 0.81], [-0.03, -0.08, -0.71], [0.11, 0.03, 0.26], [0.67, -0.57, 0.05], [-0.21, 0.16, 0.07], [-0.09, 0.04, -0.17], [0.06, 0.00, -0.51], [-0.16, -0.25, 0.04]]
}

=====

{
  "formula": "C6H14N2O2",
  "method": "ωB97M-V/def2-TZVPD",
  "homo_lumo_gap_ha": 0.3783,
  "smiles": "CNC(C)=O.CNC(C)=O",
  "total_charge": 0,
  "homo_ev": -9.9,
  "symbols": ["O", "O", "N", "N", "C", "C", "C", "C", "C", "C", "H", "H", "H", "H", "H", "H", "H", "H", "H", "H", "H", "H", "H", "H"],
  "positions_angstrom": [[0.318925, -3.397714, 1.566071], [0.492223, 3.651187, -1.244885], [-0.779176, -1.429585, 1.267446], [-0.051706, 1.459743, -1.192745], [-0.350772, -2.708074, 0.798270], [0.896095, 2.476419, -0.936690], [-0.821617, -2.913880, -0.619348], [-0.438385, -1.270206, 2.667658], [2.236287, 1.967479, -0.533768], [-1.335066, 2.047214, -1.737745], [-1.315693, -0.724232, 0.849548], [-2.143083, 1.577260, -1.074179], [-0.748579, -2.071564, 3.302291], [-0.582239, -0.235772, 3.046217], [-1.438577, 2.011859, -2.878089], [2.734546, 1.644405, -1.439124], [0.728585, -1.264740, 2.859798], [-0.957621, -2.172953, -1.365808], [-0.137684, -3.535683, -1.271058], [-1.940227, -3.143991, -0.766916], [0.020465, 0.713684, -0.568292], [-1.371623, 3.143542, -1.641503], [2.971852, 2.859262, -0.242574], [2.387614, 1.366304, 0.267030]],
  "forces_ev_per_a": [[-1.23, 0.34, -2.14], [3.42, -3.06, 1.40], [2.00, -2.71, 2.06], [0.44, 3.98, -1.54], [-0.45, 2.65, 0.54], [-3.62, 2.13, -1.69], [-0.72, -2.48, -2.03], [3.44, 2.20, 0.64], [2.60, 5.30, -1.56], [-0.83, -1.10, 0.57], [-0.80, 0.34, -1.03], [0.60, 0.62, -1.72], [-0.80, -0.22, 0.37], [-1.04, -0.75, -0.27], [0.08, -1.10, 1.61], [-0.10, -0.71, -0.13], [-1.87, -0.46, -0.88], [0.86, 2.59, 0.29], [-1.00, -0.36, 1.34], [1.57, -1.08, 1.09], [-0.50, -1.58, 0.71], [0.22, -0.72, 0.84], [-1.89, -1.33, -0.60], [-0.40, -2.48, 2.15]]
}

=====

{
  "formula": "C5H6N3",
  "method": "ωB97M-V/def2-TZVPD",
  "homo_lumo_gap_ha": 0.3207,
  "smiles": "C/C(C=C=N)=N/C#[NH+]",
  "total_charge": 1,
  "homo_ev": -13.9,
  "symbols": ["N", "N", "N", "C", "C", "C", "C", "C", "H", "H", "H", "H", "H", "H"],
  "positions_angstrom": [[-0.825424, -0.136662, -0.302188], [-2.805503, 1.031347, 0.318002], [0.603647, 2.229468, 1.632072], [0.763963, -1.817213, -1.045784], [0.808459, 1.240637, 1.012530], [-1.777495, 0.503785, -0.004018], [1.283733, 0.117920, 0.463671], [0.348748, -0.675508, -0.238292], [1.617430, -1.561389, -1.660987], [2.321812, -0.152226, 0.313043], [1.217621, -2.733900, -0.632153], [-3.680283, 1.009271, -0.018299], [0.204137, 3.106577, 1.717475], [-0.080845, -2.162108, -1.555071]],
  "forces_ev_per_a": [[-0.15, -1.71, -1.14], [4.85, 0.47, 1.35], [0.34, -4.02, -1.44], [0.83, -1.09, 0.17], [1.04, 3.33, 2.23], [-3.69, 0.60, 0.48], [0.05, -2.35, -1.42], [2.63, 1.71, 1.32], [-0.21, 0.63, -0.71], [0.12, 0.54, 0.66], [-0.48, 0.56, 1.14], [-3.75, -0.18, -1.39], [-0.59, 1.96, 0.15], [-1.00, -0.46, -1.40]]
}

=====

{
  "formula": "C5H10O",
  "method": "ωB97M-V/def2-TZVPD",
  "homo_lumo_gap_ha": 0.3919,
  "smiles": "CC[C@@H](C)C=O",
  "total_charge": 0,
  "homo_ev": -9.7,
  "symbols": ["O", "C", "C", "C", "C", "C", "H", "H", "H", "H", "H", "H", "H", "H", "H", "H"],
  "positions_angstrom": [[0.254897, 2.157395, -1.012108], [-0.588513, 1.496951, -0.451638], [-1.829770, -0.520099, 0.355782], [0.703408, -0.462577, 0.484178], [-0.545166, -0.016009, -0.302133], [2.030238, -0.235311, -0.235276], [-1.481013, 1.994365, -0.002399], [2.046958, -0.764070, -1.195918], [2.197867, 0.824444, -0.440791], [0.710056, 0.043827, 1.459592], [-0.466727, -0.418864, -1.323004], [0.585051, -1.531652, 0.700588], [-2.724240, -0.166605, -0.170063], [2.862331, -0.610446, 0.370503], [-1.894441, -0.177951, 1.396630], [-1.860933, -1.613402, 0.366063]],
  "forces_ev_per_a": [[-0.46, -0.29, 0.25], [0.28, 0.16, -0.18], [-0.05, -0.02, 0.03], [-0.01, -0.02, 0.05], [-0.01, 0.02, -0.06], [0.05, 0.01, -0.03], [0.16, -0.03, -0.02], [-0.01, 0.07, 0.14], [-0.01, -0.16, 0.04], [-0.01, -0.04, -0.12], [0.00, 0.06, 0.13], [-0.01, 0.12, -0.02], [0.14, -0.03, 0.06], [-0.12, 0.06, -0.09], [0.01, -0.03, -0.16], [0.03, 0.13, -0.01]]
}

=====

| no. | M (g mol⁻¹) |
| --- | --- |
| 1 | 162.24 |
| 2 | 837.69 |
| 3 | 98.17 |
| 4 | 146.19 |
| 5 | 108.12 |
| 6 | 86.13 |